Model A:
Entry from the OMol25 dataset: a structure of composition C5H6N2O2 (the ωB97M-V functional and the def2-TZVPD basis).

Geometry as ORCA input:
```
! RIJCOSX wB97M-V def2-TZVPD def2/J DEFGRID3
* xyz 0 1
C 1.094 -0.316 -1.279
C -0.722 -1.145 0.058
C -1.103 0.138 1.488
C -0.134 0.768 0.664
C 0.570 2.070 0.559
H 1.998 -0.239 -0.821
H 1.077 0.587 -1.951
H 0.819 -1.269 -1.860
H -1.148 -2.847 -0.080
H -1.814 0.549 2.310
H 1.074 2.008 -0.434
N -0.014 -0.143 -0.352
N -1.449 -0.981 1.050
O -0.782 -2.265 -0.697
O 0.535 3.085 1.344
*
```

Calculated values
* Kohn-Sham gap: 8.9 eV
* HOMO level: -0.3208 hartree

Model B:
Entry from the OMol25 dataset: a cluster of 2 separate species, C5H6N2O2 in total (the ωB97M-V functional and the def2-TZVPD basis).

Geometry as ORCA input:
```
! RIJCOSX wB97M-V def2-TZVPD def2/J DEFGRID3
* xyz 0 1
C -3.471 -0.367 -0.433
C -3.079 0.692 0.292
C -1.386 -0.448 -0.144
C 1.230 -0.869 0.098
C 3.294 0.103 0.045
N -2.337 -1.135 -0.728
N 1.901 0.191 -0.126
O 1.514 1.134 -0.837
O -1.770 0.655 0.487
H -4.439 -0.444 -0.616
H -3.603 1.528 0.738
H 1.314 -1.519 0.875
H 3.724 -0.745 0.580
H 3.790 0.250 -0.858
H 3.316 0.973 0.629
*
```

Calculated values
* Kohn-Sham gap (alpha / beta): 8.6 / 8.2 eV
* HOMO level (alpha / beta): -0.3440 / -0.3381 hartree

The most stable of them is model A.

Model A:
Entry from the OMol25 dataset: a structure of composition C5H6N2O2 (the ωB97M-V functional and the def2-TZVPD basis).

Geometry as ORCA input:
```
! RIJCOSX wB97M-V def2-TZVPD def2/J DEFGRID3
* xyz 0 1
C -1.723 1.438 0.631
C -0.750 0.382 0.513
C 0.380 -1.561 1.080
C 1.319 -1.547 -0.184
C 1.056 -0.392 -1.007
H -2.399 1.368 -0.105
H -1.467 2.710 0.967
H -2.507 1.286 1.644
H 2.092 -2.532 -0.331
H 2.335 0.741 -2.133
H -0.227 0.871 -1.595
N -0.592 -0.537 1.275
N 0.096 0.536 -0.669
O 0.589 -2.439 1.973
O 1.796 -0.325 -2.059
*
```

Calculated values
* Kohn-Sham gap: 8.3 eV
* HOMO level: -0.3157 hartree

Model B:
Entry from the OMol25 dataset: an isolated molecule of C5H6N2O2 (the ωB97M-V functional and the def2-TZVPD basis).

Geometry as ORCA input:
```
! RIJCOSX wB97M-V def2-TZVPD def2/J DEFGRID3
* xyz 0 1
C -2.293 -0.436 0.043
C -0.869 -0.208 -0.120
C -0.491 1.103 -0.118
C 0.875 1.505 0.023
C 1.258 -1.001 -0.006
H -2.679 -1.366 -0.635
H -2.868 0.507 -0.286
H -2.697 -0.656 1.128
H -1.180 1.920 -0.116
H 2.739 0.682 0.214
H 2.973 -1.677 -0.142
N 1.751 0.323 0.201
N -0.013 -1.237 0.030
O 1.392 2.576 -0.092
O 2.102 -2.037 -0.124
*
```

Calculated values
* SMILES: Cc1cc(=O)[nH]c(O)n1
* Kohn-Sham gap: 9.3 eV
* HOMO level: -0.3298 hartree

The most stable of them is model B.

Model A:
Entry from the OMol25 dataset: an isolated molecule of C5H6N2O2 (the ωB97M-V functional and the def2-TZVPD basis).

Geometry as ORCA input:
```
! RIJCOSX wB97M-V def2-TZVPD def2/J DEFGRID3
* xyz 0 1
C -2.342 0.105 0.268
C -0.335 -0.475 -0.213
C -0.329 0.863 -0.126
C 0.964 1.568 -0.187
C 0.915 -1.274 -0.232
H -3.356 0.166 -0.239
H -2.366 0.064 1.357
H 1.005 2.616 -0.350
H 2.884 -0.736 0.376
H 1.223 -1.643 -1.231
H 0.960 -2.113 0.419
N 2.042 0.930 0.056
N 1.972 -0.378 0.331
O -1.603 -1.007 -0.138
O -1.634 1.315 -0.092
*
```

Calculated values
* SMILES: C1=NNCC2=C1OCO2
* Kohn-Sham gap: 8.6 eV
* HOMO level: -0.2838 hartree

Model B:
Entry from the OMol25 dataset: an isolated molecule of C5H6N2O2 (the ωB97M-V functional and the def2-TZVPD basis).

Geometry as ORCA input:
```
! RIJCOSX wB97M-V def2-TZVPD def2/J DEFGRID3
* xyz 0 1
C -1.968 -0.849 0.371
C -0.243 -0.390 -1.321
C -0.699 -1.152 -0.147
C 0.475 0.125 -0.050
C -0.024 1.417 0.622
N -2.901 -0.366 0.878
N 1.870 -0.253 0.125
O 2.604 0.351 0.884
O 2.214 -1.161 -0.590
H 0.494 -0.900 -1.834
H -1.011 0.257 -1.517
H -0.329 -2.118 -0.029
H 0.852 2.069 0.944
H -0.519 1.125 1.651
H -0.814 1.845 0.011
*
```

Calculated values
* SMILES: C[C@]1([N+](=O)[O-])C[C@@H]1C#N
* Kohn-Sham gap: 9.9 eV
* HOMO level: -0.3860 hartree

The most stable of them is model A.

Model A:
Entry from the OMol25 dataset: an isolated molecule of C3H4F2O (the ωB97M-V functional and the def2-TZVPD basis).

Geometry as ORCA input:
```
! RIJCOSX wB97M-V def2-TZVPD def2/J DEFGRID3
* xyz 0 1
C 0.992 0.168 0.538
C 0.020 0.074 -0.556
C -1.366 -0.331 -0.035
H 1.013 1.157 1.073
H 0.208 -0.531 -1.498
H -0.215 1.113 -1.187
H -1.180 -0.545 1.224
O -2.489 -0.200 -0.714
F 2.161 0.304 -0.032
F 0.856 -1.208 1.187
*
```

Calculated values
* SMILES: O=CCC(F)F
* Kohn-Sham gap: 10.4 eV
* HOMO level: -0.3766 hartree

Model B:
Entry from the OMol25 dataset: an isolated molecule of C3H4F2O (the ωB97M-V functional and the def2-TZVPD basis).

Geometry as ORCA input:
```
! RIJCOSX wB97M-V def2-TZVPD def2/J DEFGRID3
* xyz 0 1
C 0.066 -1.490 0.538
C 0.498 -0.036 -0.034
C -0.546 1.012 -0.445
O -0.852 -2.254 0.267
F 1.282 0.538 0.982
F -0.099 1.860 -1.438
H 1.234 -0.309 -0.929
H 0.687 -1.506 1.493
H -0.774 1.623 0.394
H -1.495 0.561 -0.830
*
```

Calculated values
* SMILES: O=C[C@H](F)CF
* Kohn-Sham gap: 10.9 eV
* HOMO level: -0.3885 hartree

The most stable of them is model B.

Model A:
Entry from the OMol25 dataset: an isolated molecule of C3H4F2O (the ωB97M-V functional and the def2-TZVPD basis).

Geometry as ORCA input:
```
! RIJCOSX wB97M-V def2-TZVPD def2/J DEFGRID3
* xyz 0 1
C 0.351 0.448 -0.052
C -2.042 -0.033 0.325
C 1.626 -0.305 0.004
O -0.754 -0.231 0.051
F -2.582 1.141 -0.095
F -2.795 -1.051 -0.143
H 0.331 1.527 -0.117
H 1.473 -1.267 0.490
H 2.385 0.262 0.538
H 2.007 -0.493 -1.001
*
```

Calculated values
* Kohn-Sham gap (alpha / beta): 9.3 / 7.7 eV
* HOMO level (alpha / beta): -0.3212 / -0.2837 hartree

Model B:
Entry from the OMol25 dataset: an isolated molecule of C3H4F2O (the ωB97M-V functional and the def2-TZVPD basis).

Geometry as ORCA input:
```
! RIJCOSX wB97M-V def2-TZVPD def2/J DEFGRID3
* xyz 0 1
C 0.565 0.459 1.573
C -0.146 0.782 0.295
C -0.354 -0.462 -0.670
H 0.116 -0.438 1.978
H 0.373 1.273 2.322
H 1.618 0.253 1.422
H -1.068 -0.215 -1.514
O -0.608 1.827 -0.043
F -0.564 -1.681 -0.002
F 0.946 -0.559 -1.226
*
```

Calculated values
* SMILES: CC(=O)C(F)F
* Kohn-Sham gap: 11.3 eV
* HOMO level: -0.3833 hartree

Model C:
Entry from the OMol25 dataset: a cluster of 2 separate species, C3H4F2O in total (the ωB97M-V functional and the def2-TZVPD basis).

Geometry as ORCA input:
```
! RIJCOSX wB97M-V def2-TZVPD def2/J DEFGRID3
* xyz 0 1
C -1.073 0.683 -1.037
C 0.129 1.294 -1.116
C 0.599 -1.583 1.572
O -0.193 -0.725 1.692
F 1.355 0.862 -1.503
F 0.229 2.593 -0.820
H -1.351 -0.326 -1.240
H 1.714 -1.569 1.145
H 0.473 -2.573 2.064
H -1.882 1.344 -0.759
*
```

Calculated values
* SMILES: C=C(F)F.C=O
* Kohn-Sham gap: 10.6 eV
* HOMO level: -0.3595 hartree

The most stable of them is model B.

Model A:
Entry from the OMol25 dataset: a structure of composition C36H33N6O4S2SbSe4Zn (the ωB97M-V functional and the def2-TZVPD basis).

Geometry as ORCA input:
```
! RIJCOSX wB97M-V def2-TZVPD def2/J DEFGRID3
* xyz -2 1
Zn 0.039 -0.873 -0.086
N -1.545 3.867 -9.469
C -1.345 3.191 -8.560
C -1.118 2.333 -7.428
C -0.201 2.689 -6.442
C 0.027 1.847 -5.367
C -0.689 0.664 -5.274
C -1.621 0.308 -6.244
C -1.829 1.137 -7.328
N -0.475 -0.207 -4.179
C -0.435 -1.588 -4.245
C -0.200 -2.016 -2.983
N -0.094 -0.926 -2.150
C -0.245 0.146 -2.895
H 0.346 3.619 -6.512
H 0.759 2.105 -4.613
H -2.194 -0.603 -6.132
H -2.551 0.875 -8.089
H -0.543 -2.116 -5.175
H -0.101 -3.017 -2.606
H -0.230 1.176 -2.558
Se 4.208 3.893 -0.623
Sb 2.475 2.676 -1.780
Se 0.502 3.954 -2.380
Se 3.120 0.908 -3.315
Se 1.541 1.154 0.220
C 6.397 0.730 0.619
C 5.216 -0.144 0.938
C 4.593 -0.085 2.180
C 3.452 -0.823 2.459
C 2.748 -0.679 3.782
C 2.934 -1.669 1.476
C 3.544 -1.752 0.228
C 2.949 -2.583 -0.880
C 4.677 -0.984 -0.026
C 1.655 -2.428 1.769
O 1.704 -3.569 2.208
O 0.564 -1.754 1.582
H 6.900 1.060 1.530
H 6.066 1.619 0.076
H 7.122 0.203 -0.006
H 4.983 0.588 2.938
H 3.238 0.072 4.403
H 2.727 -1.629 4.323
H 1.713 -0.368 3.629
H 2.306 -3.374 -0.492
H 3.735 -3.037 -1.487
H 2.370 -1.948 -1.559
H 5.120 -1.012 -1.016
N -6.578 -1.057 4.875
C -5.790 -0.850 3.732
C -4.409 -0.686 3.851
C -3.635 -0.453 2.732
C -4.231 -0.375 1.479
C -5.600 -0.532 1.350
C -6.379 -0.765 2.473
S -3.209 -0.103 0.055
O -2.624 1.206 0.180
O -4.039 -0.386 -1.092
N -2.015 -1.145 0.245
C -2.201 -2.487 0.059
S -3.646 -3.396 0.440
C -2.817 -4.850 0.015
C -1.553 -4.557 -0.363
N -1.213 -3.232 -0.355
H -6.075 -1.481 5.639
H -7.436 -1.553 4.689
H -3.943 -0.756 4.828
H -2.558 -0.360 2.816
H -6.041 -0.489 0.363
H -7.452 -0.890 2.374
H -3.299 -5.812 0.063
H -0.810 -5.284 -0.660
C 0.335 2.428 1.118
C 0.748 2.616 2.546
C -0.116 2.276 3.581
C 0.264 2.438 4.908
C 1.517 2.944 5.214
C 2.388 3.286 4.184
C 2.011 3.121 2.862
H -0.683 2.056 1.036
H 0.397 3.352 0.539
H -1.094 1.874 3.339
H -0.420 2.159 5.702
H 1.819 3.066 6.248
H 3.373 3.676 4.412
H 2.700 3.368 2.059
*
```

Calculated values
* Kohn-Sham gap: 5.9 eV
* HOMO level: -0.0875 hartree

Model B:
Entry from the OMol25 dataset: a structure of composition C36H33N6O4S2SbSe4Zn (the ωB97M-V functional and the def2-TZVPD basis).

Geometry as ORCA input:
```
! RIJCOSX wB97M-V def2-TZVPD def2/J DEFGRID3
* xyz -2 1
Zn 0.220 -0.434 -0.528
N -8.900 -1.126 -6.262
C -7.893 -0.910 -5.745
C -6.625 -0.635 -5.121
C -6.335 -1.139 -3.854
C -5.118 -0.872 -3.256
C -4.178 -0.109 -3.942
C -4.456 0.389 -5.211
C -5.682 0.134 -5.797
N -2.921 0.161 -3.356
C -2.077 1.225 -3.640
C -0.982 1.067 -2.858
N -1.137 -0.084 -2.103
C -2.308 -0.591 -2.407
H -7.071 -1.728 -3.321
H -4.911 -1.246 -2.258
H -3.709 0.961 -5.745
H -5.906 0.517 -6.783
H -2.362 2.014 -4.314
H -0.103 1.693 -2.760
H -2.748 -1.483 -1.972
Se -4.549 -0.605 3.525
Sb -4.154 -0.602 1.149
Se -4.272 -2.720 -0.060
Se -4.770 1.390 -0.086
Se -1.477 -0.301 1.147
C 5.760 3.841 3.057
C 4.760 3.496 1.983
C 5.163 2.907 0.795
C 4.243 2.540 -0.187
C 4.706 1.888 -1.464
C 2.889 2.772 0.039
C 2.454 3.357 1.232
C 0.986 3.569 1.487
C 3.401 3.721 2.182
C 1.871 2.302 -0.987
O 1.799 2.844 -2.092
O 1.218 1.278 -0.584
H 6.781 3.804 2.671
H 5.697 3.138 3.895
H 5.587 4.841 3.461
H 6.219 2.709 0.628
H 5.764 1.626 -1.400
H 4.556 2.556 -2.314
H 4.142 0.976 -1.671
H 0.516 4.109 0.661
H 0.826 4.136 2.405
H 0.463 2.615 1.567
H 3.065 4.178 3.110
N 3.631 -7.773 -0.107
C 3.353 -6.426 -0.383
C 2.033 -5.965 -0.363
C 1.749 -4.646 -0.653
C 2.781 -3.771 -0.985
C 4.090 -4.220 -1.017
C 4.375 -5.546 -0.724
S 2.405 -2.062 -1.197
O 1.178 -1.989 -1.974
O 3.590 -1.437 -1.731
N 1.933 -1.515 0.218
C 2.806 -0.914 1.115
S 4.547 -1.052 1.092
C 4.632 -0.097 2.524
C 3.383 0.273 2.888
N 2.355 -0.192 2.104
H 2.942 -8.221 0.473
H 4.560 -7.935 0.243
H 1.228 -6.647 -0.109
H 0.727 -4.285 -0.623
H 4.881 -3.526 -1.274
H 5.402 -5.899 -0.755
H 5.575 0.182 2.971
H 3.150 0.913 3.731
C -0.874 -0.109 2.989
C -0.645 -1.396 3.735
C -1.099 -1.514 5.045
C -0.844 -2.659 5.790
C -0.130 -3.709 5.229
C 0.316 -3.604 3.916
C 0.058 -2.461 3.175
H 0.055 0.454 2.928
H -1.642 0.481 3.477
H -1.688 -0.709 5.469
H -1.222 -2.738 6.803
H 0.064 -4.608 5.803
H 0.864 -4.422 3.461
H 0.395 -2.391 2.151
*
```

Calculated values
* Kohn-Sham gap: 5.9 eV
* HOMO level: -0.0871 hartree

The most stable of them is model A.